1.
Computed, not measured: a molecular structure, C55H58Cl2N13O3STi in a non-equilibrium geometry, with the ωB97M-V functional and the def2-TZVPD basis.

Each line ends with the Löwdin charge.
Positions of all 133 atoms, in Å:
C 1.101 5.739 -1.674  0.003
H -9.478 -1.055 7.368  0.102
N 0.977 -0.638 -2.983  -0.056
H 3.142 3.337 3.400  0.039
C 1.894 -1.069 2.088  -0.141
H -0.894 0.475 -6.952  0.114
C 2.961 -4.167 0.072  -0.032
C 6.599 0.783 -0.654  -0.016
C 0.332 7.739 -0.256  -0.475
C -0.541 -0.294 3.081  -0.047
N -4.053 3.300 -2.413  0.103
C 2.611 -2.927 -0.470  -0.270
C -1.053 0.699 -5.903  -0.017
H 0.358 -0.506 5.040  0.134
C -4.717 3.037 -3.535  -0.090
H -4.037 -0.376 -1.927  0.128
H 0.702 -6.729 -1.687  0.112
C 3.627 -1.989 -0.750  -0.247
C 1.709 -1.020 3.470  -0.031
O -7.824 -0.233 8.329  -0.046
C 0.662 -1.032 -5.714  0.033
C -2.084 1.538 -5.689  0.003
N -0.904 -3.411 -0.856  -0.142
N 3.250 -0.645 -1.012  0.030
C 1.608 -1.748 -5.001  -0.005
N 5.295 0.315 -0.189  -0.127
C -6.227 0.090 5.066  -0.006
H -3.553 -0.120 7.160  0.107
C -2.769 2.991 -2.407  -0.205
C -7.241 0.021 5.994  0.011
H -2.096 -0.146 5.574  0.157
C -2.909 0.071 2.517  -0.168
H -4.634 2.289 -5.554  0.122
H -0.415 0.908 -3.188  0.058
C -1.300 -0.220 0.720  -0.173
H 4.635 3.028 2.456  0.035
H 6.035 0.308 1.741  0.101
H 2.506 -2.023 -3.082  0.088
N -4.109 0.142 3.127  0.196
N -2.519 -0.076 4.664  0.198
H -2.221 -2.791 0.656  0.098
Ti 1.180 -0.509 -0.840  0.904
N 1.260 -2.582 -0.741  0.029
H 2.513 -1.319 4.124  0.118
H 6.594 0.977 -1.722  0.102
C 3.610 1.235 -3.199  -0.025
H 2.656 -5.546 -2.190  0.108
H -0.440 5.825 1.320  0.135
H 2.528 -3.881 -2.740  0.069
H -2.740 -3.090 -1.756  0.086
C 1.986 -4.810 -2.637  -0.005
H -0.527 -3.000 1.169  0.092
H -1.558 -3.904 -2.791  0.106
H 3.846 3.408 -1.790  0.086
H 7.332 -0.001 -0.453  0.110
H -9.515 0.718 7.565  0.102
H 1.441 6.382 -2.477  0.125
H -6.454 0.197 4.015  0.115
H -2.398 -4.796 -1.500  0.100
C 0.523 6.264 -0.522  -0.096
H -4.664 0.183 0.443  0.140
C -0.260 -0.347 1.691  -0.161
C -0.110 -0.060 -5.065  -0.145
C -3.292 -0.313 -1.146  -0.014
H 5.716 -1.308 1.109  0.098
H 4.236 1.828 -3.866  0.113
H 2.586 1.601 -3.264  0.051
C 0.179 4.025 0.319  -0.100
C -9.214 -0.225 8.026  -0.043
C 4.281 -4.572 0.134  -0.048
C -3.643 -0.017 0.148  0.060
C 4.220 0.322 -0.997  -0.374
N -2.088 2.398 -3.380  0.124
N 0.969 -0.689 1.222  -0.031
O 1.068 8.603 -0.960  0.156
C 1.225 4.369 -1.831  -0.101
C -2.636 -0.014 1.123  -0.059
N 0.784 -4.656 -1.829  -0.090
C 3.736 2.594 2.881  -0.894
H -1.688 -0.819 -2.470  0.109
H -5.371 -0.241 8.804  0.131
C -1.948 -3.840 -1.777  -0.038
H 2.821 -1.445 1.680  0.100
H 1.680 8.202 -1.585  0.104
C -5.585 -0.162 7.748  0.022
N -0.966 -0.470 -0.579  -0.007
O -0.444 8.111 0.572  0.156
H -8.268 0.091 5.667  0.113
C -3.869 0.051 4.428  -0.222
H 0.545 -1.197 -6.777  0.136
C 0.106 0.106 -3.694  -0.104
C 0.008 -5.893 -1.772  -0.009
H -0.583 -6.047 -2.676  0.108
H -5.770 3.290 -3.540  0.123
S 1.014 1.780 -1.041  0.771
C 0.422 -3.565 -1.144  -0.331
Cl 4.205 1.344 4.039  0.590
C -6.932 -0.126 7.352  -0.269
C -4.094 2.475 -4.637  0.015
H 4.375 -0.250 1.606  0.024
C -1.322 -3.397 0.542  -0.001
H 3.653 0.198 -3.519  0.087
C 4.935 -2.478 -0.831  -0.029
C -1.953 -0.546 -1.459  -0.129
C 0.789 3.514 -0.823  -0.586
C 4.608 2.688 -1.494  -0.029
C -4.581 -0.092 6.818  -0.019
H -2.212 3.237 -1.508  0.106
H -9.722 -0.337 8.979  0.102
N 4.140 1.356 -1.849  -0.132
C 5.349 -0.281 1.133  -0.043
C -2.745 2.135 -4.517  -0.259
C -4.884 0.021 5.451  -0.168
H 5.538 2.947 -2.002  0.106
H 6.278 -4.108 -0.502  0.124
H 4.539 -5.530 0.563  0.123
H 2.251 -2.463 -5.494  0.129
C 5.259 -3.758 -0.417  -0.046
H -1.561 -4.410 0.880  0.108
H -0.187 3.354 1.086  0.107
H 1.697 -5.163 -3.629  0.116
C -1.882 -0.065 3.455  -0.120
C 0.043 5.392 0.454  0.018
H 5.714 -1.849 -1.239  0.123
H 2.174 -4.820 0.429  0.132
H 1.649 3.963 -2.739  0.106
C 1.735 -1.521 -3.649  -0.145
C 0.511 -0.585 3.972  0.054
H 4.749 2.765 -0.421  0.078
H 6.924 1.681 -0.127  0.107
Cl 2.743 1.946 1.536  0.626
H -0.643 -5.914 -0.904  0.096
H -2.595 1.838 -6.598  0.120

Properties
- Molar mass: 1100.0 u
- Relative energy (zero: lowest compared OMol25 entry of this formula, charge and spin): 17.1 kcal/mol
- Net charge: +3

=====

2.
Computed, not measured: 9 unconnected molecules or ions with the total composition C55H60ClN4 in a non-equilibrium geometry, with the ωB97M-V functional and the def2-TZVPD basis.

Each line ends with the Löwdin charge.
Positions of all 120 atoms, in Å:
C -10.333 -4.065 -0.511  -0.094
H -2.159 -0.622 0.567  0.067
H -7.237 -5.005 3.607  0.093
H -7.698 -5.982 5.840  0.104
H 0.527 7.590 3.182  0.097
C -2.631 0.357 0.558  -0.097
H -10.874 -4.423 -1.383  0.102
H -5.327 1.996 1.828  0.104
H 4.105 0.877 -0.694  0.102
H 4.372 6.270 6.030  0.100
H 0.502 -3.522 4.225  0.091
C 5.351 2.959 -4.181  -0.102
H -4.763 -3.374 7.588  0.104
Cl -1.831 -4.118 -1.169  0.571
C 0.340 4.123 -0.631  -0.118
H -1.149 1.231 -0.740  0.073
H -10.087 -4.595 2.839  0.100
N -1.933 -3.731 3.925  0.067
C -2.064 1.398 -0.178  -0.089
H -11.335 -5.400 0.851  0.102
C 3.221 -1.030 -0.219  -0.085
H 0.762 -4.694 -2.768  0.147
C 1.037 -1.446 -1.165  -0.108
H 6.536 0.623 -2.012  0.096
H 9.387 0.814 -6.935  0.100
C -10.591 -4.616 0.744  -0.093
H 7.333 1.739 -5.896  0.078
C 1.309 -6.472 1.270  0.056
C 6.496 3.747 -4.308  -0.104
H 0.751 5.096 1.248  0.095
H 1.508 -6.954 2.329  0.129
H 2.318 7.195 7.070  0.101
H -7.950 -1.803 0.368  0.097
C 6.385 1.846 -9.160  -0.097
C 2.376 7.080 5.990  -0.095
H -8.400 -2.792 2.599  0.090
C -9.381 -3.055 -0.646  -0.097
H 4.505 6.006 3.566  0.100
H 2.578 6.654 2.143  0.087
C -5.305 -3.731 6.717  -0.090
C -5.051 -3.176 5.462  -0.115
C 0.112 5.580 -2.545  -0.090
C 2.419 -6.568 0.055  0.036
H 8.568 2.031 -2.228  0.102
H 3.403 -7.163 0.271  0.133
C 7.391 1.625 -6.975  -0.089
C -0.092 -5.658 0.917  -0.065
H -5.541 -3.209 3.364  0.091
H 0.336 3.125 -0.202  0.090
C 2.523 6.777 3.222  -0.104
H 2.904 -6.024 -2.100  0.162
C 0.576 5.231 0.184  -0.086
H 5.416 2.413 -7.321  0.092
C -6.696 -4.647 4.478  -0.099
C 0.353 6.687 -1.731  -0.087
C -0.958 -4.002 2.794  -0.574
C -5.743 -3.637 4.343  -0.115
H 2.191 1.616 -2.090  0.101
C -3.802 0.574 1.283  -0.099
C 7.654 3.410 -3.607  -0.096
H -2.343 -5.553 1.688  0.124
H 5.543 2.134 -9.783  0.099
C -0.292 -5.025 -0.602  -0.419
H 0.174 -2.095 -1.292  0.054
H -0.306 -2.108 2.015  0.095
H 9.520 0.551 -9.399  0.100
C -6.953 -5.198 5.734  -0.086
H 2.100 -2.845 0.082  0.077
H -1.914 -2.556 1.540  0.059
C 5.368 1.833 -3.359  -0.101
H -2.223 -4.635 4.360  0.088
C 6.313 2.001 -7.775  -0.093
H -1.134 -6.352 2.910  0.139
C 8.546 1.104 -7.559  -0.091
C 1.370 7.301 3.805  -0.098
N 0.475 -4.114 3.354  0.036
C -8.688 -2.594 0.473  -0.099
C -1.245 -5.492 2.091  -0.095
C 3.245 0.224 -0.829  -0.084
C 7.538 1.321 -9.744  -0.098
C -4.412 1.828 1.265  -0.088
H 4.448 3.223 -4.724  0.102
C 2.118 -1.867 -0.390  -0.113
C 8.620 0.954 -8.944  -0.097
H -0.072 5.716 -3.607  0.102
C -2.672 2.653 -0.193  -0.081
H -2.230 3.464 -0.766  0.089
H -9.179 -2.627 -1.625  0.101
C -6.254 -4.743 6.851  -0.088
C -3.849 2.867 0.525  -0.076
H -4.313 -2.385 5.357  0.095
H 0.359 7.686 -2.160  0.104
C -9.891 -4.161 1.862  -0.100
C 2.169 0.641 -1.611  -0.087
H 4.061 -1.356 0.389  0.103
H 0.777 7.375 0.266  0.098
H 4.478 1.215 -3.266  0.082
C 0.111 4.298 -1.995  -0.113
H -2.756 -3.225 3.499  0.074
H 8.547 4.023 -3.707  0.106
C 7.668 2.289 -2.778  -0.092
C 3.531 6.559 5.406  -0.096
H 6.485 4.622 -4.952  0.109
C 0.911 -5.182 -1.706  0.023
C 1.298 7.456 5.190  -0.095
H 0.401 7.869 5.645  0.101
C 0.587 6.512 -0.367  -0.089
H 7.593 1.199 -10.822  0.101
N 2.183 -5.953 -1.325  0.018
C -8.942 -3.149 1.727  -0.106
C 6.525 1.499 -2.656  -0.100
H -4.240 -0.235 1.862  0.091
H -4.325 3.843 0.508  0.107
N -0.950 -2.890 1.764  0.049
C 1.063 -0.193 -1.777  -0.095
C 3.605 6.409 4.021  -0.095
H -0.071 3.435 -2.630  0.098
H -6.450 -5.177 7.829  0.105
H 1.142 -3.685 2.647  0.076
H 0.223 0.133 -2.384  0.102

Properties
- Calculated total energy: -76476.9777 eV
- Molar mass: 812.6 u
- Net charge: +1

=====

3.
Computed, not measured: 11 unconnected molecules or ions with the total composition C55H61Cl2F7O9 in a non-equilibrium geometry, with the ωB97M-V functional and the def2-TZVPD basis.

Each line ends with the Löwdin charge.
Positions of all 134 atoms, in Å:
H 2.827 -1.147 8.991  0.101
H 3.136 -0.077 -6.459  0.108
H -0.711 -2.831 3.114  0.097
H 1.409 -1.863 -9.150  0.119
H 2.035 -0.943 4.806  0.096
C -3.690 -1.609 3.249  0.003
C -3.407 3.112 -0.728  -0.622
C 3.942 -1.577 5.362  -0.279
H -4.087 5.712 7.391  0.096
C -1.327 3.145 3.672  -0.206
H -5.378 -0.799 -0.146  0.110
C 2.302 -3.458 -8.048  -0.080
H 2.430 -2.739 2.231  0.103
F 4.275 -1.790 4.070  0.045
H 5.066 0.936 -5.520  0.117
H -0.684 3.892 3.196  0.128
H -1.529 2.802 -2.637  0.093
H 5.270 -1.570 8.451  0.106
H 0.721 1.103 -1.689  0.119
C 0.833 -0.636 0.338  -0.623
C 2.722 2.637 -3.749  -0.016
C -0.558 1.842 3.711  -0.049
C -3.208 2.287 -5.192  -0.281
O 0.992 0.381 0.939  0.126
C 4.275 -2.991 -4.235  -0.074
C -0.074 0.363 -1.567  -0.197
H -0.916 0.876 -1.101  0.105
H 1.459 -4.315 -4.865  0.111
O -2.379 5.554 4.511  0.132
C 2.258 -1.061 6.969  -0.074
C 4.574 -2.932 -1.855  -0.280
H -2.858 6.673 6.608  0.093
C -0.635 -2.497 5.262  -0.034
H 1.544 -1.326 2.771  0.071
H 2.805 -5.132 -6.770  0.103
C 1.456 -3.791 -5.810  -0.078
O -3.165 3.807 -1.832  0.054
C 5.936 0.674 2.937  -1.030
C 0.592 -2.716 -5.986  -0.013
H -0.978 4.048 -0.303  0.076
C -5.493 1.685 -5.104  -0.081
F 0.403 2.579 -4.076  0.035
H -3.548 -1.066 -5.269  0.106
C 4.109 1.219 -5.103  -0.103
C 3.623 -1.064 -2.972  -0.057
C -5.107 0.355 -5.205  -0.092
H 5.053 -4.631 -3.105  0.114
C 3.744 -1.697 -4.187  -0.090
C 4.878 -1.749 6.357  -0.033
H -4.748 3.741 -5.044  0.122
O 1.248 -1.830 0.765  0.007
H -1.715 -6.224 5.455  0.106
O -2.538 4.623 6.580  0.014
C -5.065 2.876 0.942  -0.012
H -0.443 -1.431 5.237  0.112
C -5.601 -1.676 1.785  -0.020
H -3.035 -0.137 0.253  0.086
F -0.400 -1.122 -7.404  0.060
F -2.291 3.272 -5.342  0.048
C 4.543 -1.490 7.654  -0.077
C -4.534 2.689 -5.167  -0.003
H -5.299 1.818 0.867  0.081
H -6.540 1.914 -4.957  0.104
H -1.425 -0.675 -2.853  0.089
C -0.928 -3.088 6.464  -0.289
O -4.598 3.442 -0.280  0.022
C 1.464 -2.358 -8.187  -0.029
H -2.229 3.197 3.057  0.116
H 2.490 3.425 -3.045  0.120
H 3.900 -1.133 -0.831  0.102
O -1.667 3.493 5.005  0.041
O 0.432 -0.779 -0.908  0.060
C 3.181 -1.322 7.984  -0.070
H -1.191 -5.247 3.344  0.104
H -5.847 -0.427 -5.089  0.097
C -1.432 -5.183 5.428  -0.069
H 4.893 2.520 -3.643  0.113
H 4.383 -3.551 -5.154  0.092
H 6.188 -0.371 3.071  0.021
H -4.380 3.096 1.764  0.089
C -4.910 -0.963 0.816  -0.095
H 5.919 -1.894 6.084  0.121
H -6.644 -1.896 1.592  0.118
C 2.274 -4.195 -6.877  -0.103
H -1.187 0.959 3.844  0.057
Cl 4.528 0.793 1.863  0.569
H 0.228 -0.602 -3.497  0.065
H 5.669 1.112 3.893  0.023
H -0.731 5.477 -1.417  0.082
C 2.664 -1.174 5.657  -0.020
H 0.229 1.922 4.460  0.085
H -2.473 6.039 8.129  0.093
F -5.644 -2.810 3.821  0.057
C -1.806 3.793 -2.266  -0.225
H -3.102 -1.962 4.086  0.098
C 2.061 -1.771 1.911  -0.083
C -2.957 -0.977 2.235  -0.065
C -0.802 4.396 -1.321  -0.038
C -1.012 -4.625 4.213  -0.082
C -0.766 -3.262 4.105  -0.092
O -2.645 2.313 -0.268  0.114
C 0.554 -2.047 -7.207  -0.299
C -3.014 5.776 7.221  -0.059
Cl 7.318 1.596 2.353  0.521
H 3.168 -0.084 -2.906  0.094
H 0.177 3.984 -1.581  0.070
H -1.833 4.348 -3.205  0.117
C -2.793 0.985 -5.154  -0.032
C -1.417 -4.376 6.548  -0.018
C 2.979 0.644 -5.667  -0.125
H -0.840 0.822 -3.567  0.024
H 2.858 -3.776 -8.918  0.106
H 0.869 0.634 -5.857  0.109
C -4.969 -2.026 2.955  -0.282
C 1.692 1.058 -5.300  0.010
C -2.211 4.657 5.292  -0.612
C 4.000 -1.678 -1.756  0.018
H -5.939 3.497 1.145  0.099
C -3.568 -0.695 1.014  -0.092
C 3.982 2.226 -4.150  -0.068
F -0.858 -2.383 7.609  0.057
C 1.631 2.076 -4.370  -0.280
H -1.713 -4.745 7.523  0.120
C -3.749 -0.013 -5.133  -0.063
H 2.853 -1.027 1.767  0.011
H -0.051 1.607 2.773  0.060
C -0.545 -0.039 -2.972  -0.056
C 4.664 -3.624 -3.060  -0.012
H -1.738 0.742 -5.139  0.090
F 5.030 -3.538 -0.746  0.056
H 1.250 -0.838 7.290  0.099
H 3.423 -1.159 -5.069  0.051
H -1.911 -0.720 2.335  0.089
H 0.051 -2.293 -5.148  0.105

Properties
- SMILES: CCOC(=O)OC.CCOC(=O)OC.CCOC(=O)OC.Fc1ccccc1.Fc1ccccc1.Fc1ccccc1.Fc1ccccc1.Fc1ccccc1.Fc1ccccc1.Fc1ccccc1.ClCCl
- Calculated total energy: -120517.7846 eV
- Molar mass: 1070.0 u
- Net charge: 0